Record 1
# C18H50O7

7 unconnected molecules or ions with the total composition C18H50O7 at a distorted geometry (wB97M-V/def2-TZVPD, the Open Molecules 2025 dataset).

Results
Kohn-Sham gap, eV: 10.081
2S+1: 1
Structure (SMILES): CC(C)O.CC(C)O.CC(C)O.CC(C)O.CC(C)O.CC(C)O.O
Energy above the lowest of the compared OMol25 structures with the same formula, charge and spin, kJ/mol: 84.4
E_HOMO, hartree: -0.3516

Atoms and positions in Å:
C (-1.387, -0.685, -4.207)
C (-2.040, -2.024, -4.509)
C (-1.064, -3.070, -5.002)
O (-2.620, -2.546, -3.274)
H (-0.919, -0.216, -5.071)
H (-0.672, -0.788, -3.387)
H (-2.137, 0.025, -3.832)
H (-2.888, -1.914, -5.190)
H (-0.156, -3.113, -4.410)
H (-0.824, -2.862, -6.050)
H (-1.592, -4.024, -5.065)
H (-3.183, -1.871, -2.882)
C (0.571, 3.346, 4.904)
C (0.285, 2.486, 3.676)
C (-0.326, 1.142, 4.014)
O (-0.476, 3.203, 2.681)
H (0.523, 4.404, 4.646)
H (1.529, 3.087, 5.350)
H (-0.186, 3.211, 5.689)
H (1.253, 2.315, 3.201)
H (0.359, 0.605, 4.678)
H (-0.436, 0.517, 3.128)
H (-1.270, 1.254, 4.551)
H (-1.305, 3.448, 3.106)
C (2.743, -0.609, 2.365)
C (3.516, -0.291, 3.628)
C (5.006, -0.569, 3.444)
O (3.306, 1.080, 3.943)
H (2.771, -1.672, 2.140)
H (3.156, -0.033, 1.533)
H (1.709, -0.288, 2.504)
H (3.146, -0.973, 4.409)
H (5.438, 0.267, 2.882)
H (5.203, -1.474, 2.870)
H (5.565, -0.623, 4.382)
H (3.840, 1.253, 4.726)
C (-4.618, 2.280, -1.106)
C (-3.837, 2.739, 0.119)
C (-4.644, 2.579, 1.397)
O (-2.651, 1.936, 0.223)
H (-4.569, 1.190, -1.159)
H (-4.169, 2.656, -2.024)
H (-5.650, 2.612, -1.012)
H (-3.560, 3.784, -0.052)
H (-4.782, 1.511, 1.580)
H (-5.604, 3.092, 1.382)
H (-4.069, 2.950, 2.250)
H (-1.948, 2.495, 0.572)
C (-1.858, -3.547, -0.214)
C (-0.364, -3.364, -0.536)
C (0.522, -4.207, 0.364)
O (-0.145, -3.765, -1.892)
H (-2.223, -4.412, -0.776)
H (-2.439, -2.705, -0.591)
H (-2.048, -3.754, 0.838)
H (-0.140, -2.298, -0.412)
H (0.592, -5.231, 0.000)
H (0.123, -4.245, 1.378)
H (1.522, -3.773, 0.408)
H (-0.870, -3.367, -2.391)
C (2.544, 0.088, -3.883)
C (3.101, 0.737, -2.617)
C (2.574, 2.154, -2.404)
O (2.836, -0.065, -1.465)
H (1.599, 0.510, -4.227)
H (2.373, -0.971, -3.673)
H (3.263, 0.134, -4.702)
H (4.188, 0.787, -2.683)
H (1.523, 2.268, -2.682)
H (3.155, 2.918, -2.928)
H (2.640, 2.430, -1.348)
H (1.879, -0.014, -1.329)
O (0.086, 0.521, -0.206)
H (-0.846, 0.417, -0.432)
H (0.077, 0.936, 0.662)

Forces on the atoms, in the same order (eV/Å):
-0.5 0.3 0.4
-0.2 0.0 0.9
-0.8 0.0 -0.9
0.5 -0.1 -0.3
0.1 -0.2 -0.1
0.2 -0.2 -0.2
0.0 -0.1 -0.2
0.2 0.1 -0.3
0.0 -0.1 0.1
0.3 0.2 0.1
0.3 -0.1 0.4
0.0 0.0 -0.1
-0.8 0.0 0.3
0.7 0.2 -0.3
0.3 -0.1 0.3
-0.2 -0.3 0.3
0.4 0.0 -0.1
0.1 0.1 -0.1
0.0 -0.1 -0.1
-0.1 -0.1 -0.2
0.0 0.1 0.0
-0.3 0.1 0.0
-0.1 0.0 -0.2
-0.1 0.1 -0.1
-0.1 0.7 0.1
0.4 -1.0 -0.4
0.3 0.5 -0.2
-0.1 -0.2 0.4
0.0 0.0 -0.1
0.0 -0.2 -0.1
0.0 -0.2 -0.1
-0.1 0.4 0.2
-0.1 -0.1 -0.1
-0.1 -0.1 0.1
-0.2 -0.1 0.1
0.0 0.2 0.0
0.4 -0.3 0.2
-0.2 -0.1 -0.3
0.4 -0.1 0.3
0.1 0.3 -0.2
-0.3 0.0 0.1
-0.1 0.1 0.0
-0.1 0.0 -0.2
0.1 0.0 0.2
-0.2 0.0 -0.1
0.0 0.0 -0.1
-0.1 0.1 0.0
0.1 -0.1 0.1
0.1 -0.5 -0.5
-0.8 -0.3 0.1
0.2 0.2 0.0
0.2 0.4 0.2
0.1 -0.1 0.1
0.0 0.1 0.3
0.0 0.4 0.1
0.3 -0.1 0.0
0.0 0.0 -0.1
0.0 0.1 0.0
0.1 -0.2 0.0
-0.1 -0.1 -0.2
0.2 -0.5 -0.1
-0.1 0.3 0.2
0.0 0.5 0.4
-0.2 0.1 -0.3
0.0 0.1 0.1
0.1 0.0 -0.1
-0.1 0.1 -0.1
0.0 -0.1 0.0
0.0 -0.1 -0.1
-0.1 -0.2 -0.3
0.1 -0.2 0.0
0.0 -0.1 0.4
0.0 -0.1 -0.1
-0.1 0.1 0.0
0.1 0.0 0.0

=====

Record 2
# C18H51Cl6O20P5

8 unconnected molecules or ions with the total composition C18H51Cl6O20P5 at a distorted geometry (wB97M-V/def2-TZVPD, the Open Molecules 2025 dataset).

Results
Kohn-Sham gap, eV: 10.532
2S+1: 1
Structure (SMILES): COP(=O)(OC)OC.COP(=O)(OC)OC.COP(=O)(OC)OC.COP(=O)(OC)OC.COP(=O)(OC)OC.ClCCl.ClCCl.ClCCl
Energy above the lowest of the compared OMol25 structures with the same formula, charge and spin, kJ/mol: 264.9
E_HOMO, hartree: -0.3817

Atoms and positions in Å:
C (-17.974, -31.704, 5.771)
O (-17.232, -30.507, 5.324)
P (-17.673, -29.649, 3.985)
O (-18.007, -30.399, 2.743)
O (-18.889, -28.685, 4.459)
C (-19.782, -28.176, 3.499)
O (-16.463, -28.542, 3.792)
C (-15.410, -28.789, 2.905)
H (-18.507, -31.531, 6.707)
H (-17.285, -32.544, 5.858)
H (-18.775, -31.899, 5.057)
H (-19.398, -28.179, 2.479)
H (-20.067, -27.129, 3.605)
H (-20.711, -28.745, 3.466)
H (-14.588, -29.336, 3.366)
H (-14.992, -27.844, 2.558)
H (-15.726, -29.339, 2.019)
C (-24.912, -23.430, 12.681)
O (-23.874, -22.677, 13.286)
P (-22.341, -22.800, 12.762)
O (-22.128, -22.491, 11.309)
O (-21.978, -24.345, 13.190)
C (-21.921, -24.819, 14.500)
O (-21.539, -21.940, 13.938)
C (-21.977, -20.636, 14.265)
H (-24.777, -23.428, 11.599)
H (-25.902, -22.982, 12.773)
H (-24.860, -24.467, 13.010)
H (-22.459, -25.759, 14.619)
H (-22.341, -24.112, 15.217)
H (-20.852, -24.967, 14.648)
H (-22.610, -20.622, 15.152)
H (-22.564, -20.241, 13.436)
H (-21.111, -19.989, 14.404)
C (-31.317, -18.870, 1.486)
O (-32.101, -19.767, 2.256)
P (-31.754, -20.285, 3.756)
O (-31.077, -21.613, 3.879)
O (-33.197, -20.099, 4.469)
C (-34.216, -21.127, 4.264)
O (-30.945, -19.080, 4.441)
C (-29.546, -18.930, 4.345)
H (-30.732, -18.112, 2.006)
H (-32.025, -18.242, 0.944)
H (-30.739, -19.368, 0.707)
H (-35.135, -20.810, 3.772)
H (-34.400, -21.652, 5.202)
H (-33.828, -21.921, 3.627)
H (-29.131, -19.619, 3.610)
H (-29.052, -19.278, 5.252)
H (-29.378, -17.857, 4.248)
C (-26.049, -21.954, -0.538)
O (-26.489, -20.894, -1.386)
P (-25.372, -19.930, -2.116)
O (-25.902, -18.673, -2.684)
O (-24.218, -19.874, -0.963)
C (-24.353, -19.000, 0.128)
O (-24.674, -20.929, -3.201)
C (-25.555, -21.454, -4.166)
H (-26.684, -22.802, -0.796)
H (-26.295, -21.767, 0.507)
H (-25.010, -22.225, -0.730)
H (-23.504, -18.320, 0.201)
H (-24.302, -19.657, 0.996)
H (-25.302, -18.474, 0.230)
H (-25.390, -22.525, -4.292)
H (-25.454, -21.014, -5.157)
H (-26.603, -21.395, -3.872)
C (-21.520, -16.169, 9.643)
O (-22.248, -15.547, 10.682)
P (-22.304, -13.957, 10.836)
O (-23.271, -13.381, 11.863)
O (-20.732, -13.562, 11.066)
C (-20.400, -12.235, 11.412)
O (-22.655, -13.415, 9.345)
C (-23.887, -13.807, 8.719)
H (-21.045, -17.046, 10.082)
H (-20.709, -15.635, 9.148)
H (-22.235, -16.622, 8.957)
H (-19.984, -11.656, 10.588)
H (-19.728, -12.136, 12.265)
H (-21.243, -11.674, 11.817)
H (-24.570, -12.982, 8.920)
H (-24.377, -14.737, 9.006)
H (-23.714, -13.767, 7.644)
Cl (-23.882, -20.499, 6.220)
C (-22.819, -21.967, 6.014)
Cl (-22.945, -22.554, 4.339)
H (-21.783, -21.640, 6.097)
H (-23.121, -22.772, 6.684)
Cl (-26.926, -24.908, 6.369)
C (-26.143, -26.239, 5.453)
Cl (-24.739, -26.912, 6.334)
H (-26.840, -27.072, 5.362)
H (-25.897, -25.797, 4.488)
Cl (-17.459, -22.828, 7.305)
C (-18.076, -24.553, 7.066)
Cl (-18.249, -25.499, 8.564)
H (-19.056, -24.527, 6.589)
H (-17.504, -25.076, 6.300)

Forces on the atoms, in the same order (eV/Å):
-0.5 0.8 -0.8
-0.8 0.8 -1.2
0.2 0.3 -0.2
0.6 0.4 1.5
1.3 -0.7 0.6
-0.9 0.3 -1.7
-2.1 -1.2 1.2
1.1 -0.3 -1.0
0.5 0.4 0.2
0.0 0.3 -0.1
0.3 -0.3 -0.2
0.4 -0.5 0.0
0.4 0.0 1.0
0.1 -0.2 0.3
-0.1 -0.1 0.3
-0.3 0.2 0.2
-0.2 -0.1 0.1
0.2 -0.4 -1.5
0.9 0.8 0.2
0.1 -0.8 0.5
-0.2 -0.5 2.8
-0.6 2.1 -2.4
0.6 0.1 0.9
-0.9 -1.9 -1.7
-0.4 0.8 -0.5
0.3 -0.2 -0.2
0.3 0.1 0.9
-0.3 0.1 0.2
0.0 0.0 -0.4
0.2 0.1 0.1
-0.1 -0.2 0.8
0.1 -0.2 0.1
0.0 0.3 0.1
0.0 -0.2 0.1
-0.6 0.9 -1.1
0.6 -0.5 1.2
0.2 -0.3 0.2
-1.1 1.8 -0.5
0.3 -0.6 -0.6
1.0 -1.0 -0.2
-1.6 -0.5 -0.2
0.6 -0.7 0.6
0.2 -0.6 0.6
-0.3 -0.1 -0.1
0.2 -0.3 0.4
0.2 0.8 0.4
-0.2 0.5 0.2
0.2 0.1 -0.2
0.1 0.6 -0.6
-0.3 0.2 0.4
0.4 -0.3 -0.5
-0.7 -0.8 -0.4
0.8 1.6 -0.7
0.2 -0.9 0.5
0.3 -1.3 0.9
-0.8 -0.1 -2.6
0.1 -0.2 1.6
0.0 1.1 1.6
-1.0 -1.0 -0.9
0.1 -0.2 -0.1
0.5 0.5 0.0
0.0 0.1 0.3
-0.2 0.1 -0.4
0.1 0.1 0.3
0.0 0.1 -0.6
0.4 0.0 0.2
0.3 0.4 0.2
0.0 0.3 0.1
0.3 -1.9 -0.2
0.0 1.6 0.7
-1.4 1.8 1.3
2.4 -1.8 -2.2
-1.5 -0.8 -0.5
-0.3 1.7 0.8
0.9 -1.2 0.9
-0.5 1.5 -0.4
0.1 0.1 0.3
-0.5 0.6 0.1
0.0 0.5 -0.4
0.0 -0.4 -0.2
0.5 -0.9 -0.2
-0.5 -0.2 -0.4
-0.3 -0.2 0.1
0.6 -0.1 0.3
0.1 -0.4 0.1
0.6 -0.9 0.1
-0.2 0.8 -0.6
-0.1 -0.2 0.1
-0.3 -0.1 0.5
0.0 0.4 0.0
0.2 -0.4 -0.2
-0.3 0.1 0.4
-0.2 0.4 -0.5
0.0 0.4 -0.1
0.4 -0.4 0.2
-0.5 -1.7 -0.2
-0.5 0.4 -0.5
0.3 0.5 -0.6
-0.1 0.6 0.5
0.8 0.1 0.7

=====

Question: The lowest E_HOMO belongs to which entry?
Answer: C18H51Cl6O20P5

=====

Question: Look up the 2S+1 of the first one.
Answer: 1

=====

Question: Which of these has the lowest E_HOMO?
Answer: C18H51Cl6O20P5